Here is a structure of composition C34H30I2N5O6S3V from OMol25. Energies are from wB97M-V/def2-TZVPD.

Positions of all 81 atoms, in Å:
V: -0.59094 -0.22777 0.52568
I: -3.36854 6.38362 2.96236
C: -2.29100 4.67047 2.45705
C: -0.91496 4.74232 2.31599
C: -0.22081 3.59461 1.96416
I: 1.85425 3.68737 1.78147
C: -0.87283 2.38371 1.73588
O: -0.18605 1.27919 1.34874
C: -2.25983 2.32603 1.90699
C: -3.00949 1.02331 1.67095
N: -2.22054 -0.15428 2.08683
C: -2.14887 -0.23090 3.56151
C: -0.96273 0.41002 4.24885
C: -1.15588 1.43979 5.16494
C: -0.05303 1.99775 5.79227
C: 1.20824 1.51305 5.48672
C: 1.30250 0.47238 4.56974
N: 0.24582 -0.06790 3.96866
C: -2.95694 3.47137 2.26722
H: -0.38520 5.67125 2.47532
H: -3.24636 0.92967 0.60991
H: -3.95488 1.06390 2.20894
H: -2.62606 -1.05983 1.76558
H: -2.17742 -1.29106 3.81461
H: -3.04638 0.24848 3.95337
H: -2.15578 1.80595 5.37287
H: -0.17728 2.80632 6.50414
H: 2.09838 1.92993 5.94142
H: 2.26756 0.04448 4.30504
H: -4.03149 3.41489 2.39981
C: -3.65867 1.88843 -2.80345
C: -2.73149 0.94589 -2.08212
O: -2.07568 1.36929 -1.13980
C: -2.66606 -0.47773 -2.53914
C: -3.17370 -0.86746 -3.78265
C: -3.08450 -2.18004 -4.20287
C: -2.49637 -3.13378 -3.36930
C: -2.00406 -2.77821 -2.12872
C: -2.07918 -1.45582 -1.74489
O: -1.52172 -1.08060 -0.55908
H: -3.73922 2.80333 -2.22622
H: -4.64290 1.43941 -2.94480
H: -3.25352 2.12975 -3.78991
H: -3.62575 -0.12609 -4.43274
H: -3.46460 -2.46441 -5.17505
H: -2.41183 -4.16156 -3.69793
H: -1.55980 -3.48900 -1.44326
C: 1.26864 -4.51374 1.96724
C: 0.05251 -3.60355 1.75173
S: 0.70120 -2.06266 1.13255
C: -1.20005 -4.02064 2.03263
C: -1.36066 -5.39884 2.66168
S: -2.76155 -3.24904 1.76671
H: 2.11909 -4.16604 1.37597
H: 1.06119 -5.53674 1.65862
H: 1.59308 -4.52765 3.01548
H: -0.42429 -5.86404 2.97304
H: -1.87446 -6.07110 1.96902
H: -2.00385 -5.30355 3.53810
O: 3.76403 -0.23407 -7.17817
S: 5.18613 -0.22722 -6.90973
O: 5.96484 0.64570 -7.75739
O: 5.77284 -1.53066 -6.65009
C: 5.31404 0.51604 -5.25214
N: 6.45184 1.15542 -4.92839
C: 6.53780 1.61301 -3.68710
C: 5.52647 1.45889 -2.75118
C: 4.40660 0.77436 -3.18018
N: 4.28925 0.30924 -4.41370
C: 3.22281 0.53981 -2.30089
C: 1.98133 0.33012 -2.88410
C: 0.88606 0.13194 -2.08000
N: 0.96139 0.12507 -0.73796
C: 2.16486 0.31711 -0.17085
C: 3.30449 0.52057 -0.91439
H: 7.45721 2.13219 -3.42643
H: 5.60573 1.87901 -1.75528
H: 1.89436 0.31239 -3.96421
H: -0.08815 -0.02395 -2.50764
H: 2.20085 0.28256 0.90679
H: 4.25004 0.65054 -0.40485

Results
E_tot	-129878.111	eV
relative energy (zero: lowest compared OMol25 entry of this formula, charge and spin)	290.33	kJ/mol
spin multiplicity	2
HOMO level (spin up / spin down)	-4.364 / -4.400	eV
net charge	-1
gap between HOMO and LUMO (spin up / spin down)	5.0 / 5.3	eV

Here is a cluster of 2 separate species, C3H3F2NO in total from OMol25. Energies are from wB97M-V/def2-TZVPD.

Positions of all 10 atoms, in Å:
C: -1.39633 -0.08830 -0.33776
C: 0.78832 -0.69652 0.56231
C: 0.00099 -0.01079 -0.43660
N: -2.50751 -0.31549 -0.27737
O: 0.47024 0.61872 -1.46729
F: 2.13121 -0.68244 0.45303
F: -0.32087 1.78628 1.17087
H: 0.59038 -1.76638 0.81964
H: 0.41622 -0.11605 1.37696
H: -0.17265 1.27097 -1.86379

Results
E_tot	-12127.909	eV
relative energy (zero: lowest compared OMol25 entry of this formula, charge and spin)	354.62	kJ/mol
HOMO level (spin up / spin down)	-10.197 / -10.196	eV
gap between HOMO and LUMO (spin up / spin down)	7.8 / 7.8	eV

Here is a structure of composition C23H50Cl12CuN3O4 from OMol25. Energies are from wB97M-V/def2-TZVPD.

Positions of all 93 atoms, in Å:
Cu: 0.64594 2.58660 2.19335
C: -0.55059 -0.73226 -0.41415
C: -0.54968 -0.04761 0.94155
O: -0.57966 1.32536 0.90075
H: -0.24011 -1.77152 -0.28863
H: 0.05912 -0.26160 -1.18566
H: -1.54830 -0.76038 -0.86031
H: 0.27769 -0.42523 1.55815
H: -1.42302 -0.44742 1.48452
Cl: 0.81177 -1.53244 6.72197
C: -0.15152 -2.50025 5.55798
C: 0.43495 -2.39636 4.16210
Cl: 1.95311 -3.29504 3.98086
H: -1.15512 -2.08033 5.57726
H: -0.22359 -3.54593 5.84934
H: 0.56220 -1.33253 3.94980
H: -0.29564 -2.77288 3.44545
Cl: -4.12750 1.55029 4.13929
C: -2.36603 1.32042 3.88493
C: -1.72606 0.83617 5.17731
Cl: -2.28982 -0.82312 5.57918
H: -1.92737 2.29115 3.65170
H: -2.25376 0.65591 3.03314
H: -1.99608 1.46487 6.02017
H: -0.63814 0.84865 5.10090
Cl: 4.73040 -3.37528 -0.06852
C: 4.23930 -2.71906 -1.65755
C: 3.44731 -1.45230 -1.48974
Cl: 4.51478 -0.06890 -1.04995
H: 3.69419 -3.50360 -2.18235
H: 5.14543 -2.59128 -2.24874
H: 2.70637 -1.59079 -0.70685
H: 2.94037 -1.21373 -2.42337
Cl: -4.13519 4.13130 -0.99317
C: -2.70308 3.12527 -0.73420
C: -2.61439 2.04826 -1.78451
Cl: -2.29270 2.77102 -3.39535
H: -2.76814 2.70289 0.27116
H: -1.82985 3.77451 -0.68264
H: -3.54446 1.48358 -1.86596
H: -1.88122 1.26341 -1.62153
Cl: 0.37886 -0.03288 -3.81655
C: 1.75884 0.27818 -4.90173
C: 1.31139 0.28692 -6.35039
Cl: 0.18838 1.63341 -6.67098
H: 2.44440 -0.55702 -4.75248
H: 2.27353 1.17580 -4.57197
H: 0.86605 -0.63480 -6.70719
H: 2.20611 0.48789 -6.94211
Cl: -3.04068 -3.99149 3.42286
C: -2.78213 -2.80583 2.13153
C: -3.99570 -1.88104 2.14030
Cl: -3.79530 -0.54620 0.97141
H: -2.73188 -3.37232 1.20310
H: -1.83057 -2.28990 2.24517
H: -4.15900 -1.44644 3.12558
H: -4.88065 -2.48808 1.95716
C: 1.63410 4.31087 -0.36425
O: 1.66843 3.75776 0.73653
N: 1.74637 3.64285 -1.50398
C: 1.71662 4.27544 -2.80024
C: 1.76093 2.19842 -1.49031
H: 1.52468 5.39053 -0.50023
H: 1.59682 5.35494 -2.72916
H: 0.90953 3.81637 -3.38012
H: 2.62286 4.12070 -3.39425
H: 1.93646 1.84857 -0.47523
H: 0.82273 1.74958 -1.81656
H: 2.52765 1.80461 -2.15651
C: 2.94002 0.13168 2.44292
O: 2.30131 1.18782 2.30760
N: 4.24299 0.10945 2.67646
C: 4.89885 -1.17897 2.81207
C: 5.03034 1.30461 2.81751
H: 2.47273 -0.85873 2.42523
H: 4.72698 -1.91786 2.03662
H: 4.70966 -1.63388 3.79210
H: 5.96604 -0.97737 2.93384
H: 4.53885 2.22650 2.53373
H: 5.41096 1.41806 3.83845
H: 5.93844 1.18399 2.21908
C: -4.57426 -2.63973 -4.64377
O: -4.20035 -2.69621 -5.79314
N: -4.05604 -1.78997 -3.72154
C: -3.08255 -0.78147 -4.02044
C: -4.54103 -1.79751 -2.35275
H: -5.37270 -3.27515 -4.24034
H: -3.47764 0.22978 -3.91934
H: -2.62689 -0.95814 -4.99048
H: -2.27735 -0.92524 -3.28366
H: -3.78825 -2.30889 -1.74416
H: -4.71315 -0.77362 -2.01497
H: -5.49772 -2.30580 -2.24808

Results
E_tot	-232223.693	eV
spin multiplicity	2
HOMO level (spin up / spin down)	-11.023 / -11.023	eV
net charge	+1
gap between HOMO and LUMO (spin up / spin down)	7.6 / 5.2	eV

Here is the molecule C18H30N2O3S from OMol25. Energies are from wB97M-V/def2-TZVPD.

Positions of all 54 atoms, in Å:
C: 5.75420 5.64965 1.89001
C: 4.90181 5.57443 0.43770
C: 4.12751 4.44938 0.25132
C: 4.91914 3.39453 -0.04486
C: 4.27976 2.00736 -0.12671
C: 3.54702 1.98101 -1.32002
C: 2.67205 0.63525 -1.78501
C: 1.88967 0.60435 -3.05382
C: 1.18847 -0.72967 -3.28374
C: -0.10108 -0.78607 -2.07906
S: 0.79531 -1.73819 -0.46449
O: 0.58631 -0.75422 0.66324
O: 1.97120 -2.39746 -0.77738
N: -0.47075 -3.13635 -0.42320
N: -1.51833 -3.02106 0.32807
C: -2.19194 -1.77272 0.32347
C: -3.32378 -1.84937 1.06428
C: -4.07644 -3.02401 1.47677
C: -5.26007 -2.92413 2.18218
C: -6.05827 -1.66053 1.87324
C: -5.50302 -0.53188 1.67236
C: -4.25961 -0.39656 1.18720
O: -3.51012 0.41430 0.46828
C: -4.01695 1.84239 0.81028
H: 6.38283 4.85502 1.85423
H: 6.09645 6.55840 1.87285
H: 5.02607 5.53923 2.77459
H: 5.70038 5.81327 -0.39637
H: 4.31088 6.54536 0.41259
H: 3.51787 4.56564 -0.74093
H: 3.71583 4.25220 1.10962
H: 5.58541 3.41159 -0.79193
H: 5.57872 3.09164 0.96283
H: 3.64241 1.84572 0.52181
H: 4.76457 1.05188 -0.15349
H: 2.82813 2.80425 -1.50411
H: 4.14299 2.15017 -2.26754
H: 3.35050 -0.29025 -1.48133
H: 2.26777 0.38559 -0.65995
H: 2.48441 0.70837 -3.78673
H: 1.29705 1.26531 -3.05445
H: 0.67164 -0.78604 -4.13387
H: 1.97533 -1.66695 -3.07986
H: -0.71050 -1.74230 -2.43124
H: -0.47086 0.04144 -1.85845
H: 0.15533 -4.04118 0.00685
H: -1.83197 -0.83752 -0.02218
H: -3.56281 -4.04471 1.33684
H: -5.86538 -3.67594 2.48158
H: -7.05125 -1.44091 2.66654
H: -5.96496 0.40817 1.76905
H: -5.07846 1.87022 0.25031
H: -3.38336 2.44372 0.17123
H: -4.29987 2.16500 1.66015

Results
E_tot	-39091.505	eV
relative energy (zero: lowest compared OMol25 entry of this formula, charge and spin)	1888.88	kJ/mol
HOMO level	-6.973	eV
structure (SMILES)	CCCCCCCCCCS(=O)(=O)N/N=C/c1ccccc1OC
gap between HOMO and LUMO	6.4	eV

Here is a structure of composition C27H26BrN4O2Pd from OMol25. Energies are from wB97M-V/def2-TZVPD.

Positions of all 61 atoms, in Å:
Pd: 0.05540 -0.02111 0.43264
Br: -1.34615 -1.00623 3.62289
C: -2.51153 -0.12470 2.42657
C: -3.78028 0.21368 2.85995
C: -4.62719 0.83370 1.95586
C: -4.18464 1.08632 0.66936
C: -2.89468 0.73187 0.33296
N: -2.06659 0.13196 1.20233
C: -2.35211 1.00715 -1.06182
O: -3.14591 1.28424 -1.93860
O: -1.06973 0.90342 -1.17832
H: -4.08737 -0.00887 3.87127
H: -5.62784 1.11289 2.26090
H: -4.80569 1.55017 -0.08293
C: 2.93045 2.39042 2.77232
C: 3.72614 1.41027 3.35204
C: 3.43656 0.07194 3.13437
C: 2.35347 -0.28945 2.33081
C: 1.55891 0.69411 1.73285
C: 1.85349 2.03030 1.96507
C: 1.97528 -1.69901 2.08625
C: 2.56562 -2.79829 2.75777
C: 2.13145 -4.05812 2.49305
C: 1.09746 -4.27495 1.55185
C: 0.59485 -5.55890 1.23716
C: -0.41494 -5.70201 0.33109
C: -0.97029 -4.56462 -0.29630
C: -0.50303 -3.31235 -0.01238
C: 0.54781 -3.14076 0.91998
N: 1.01452 -1.88580 1.20061
H: 3.14570 3.43673 2.95328
H: 4.56438 1.68655 3.97856
H: 4.06168 -0.68517 3.59402
H: 1.23960 2.80906 1.52595
H: 3.34119 -2.62948 3.49091
H: 2.56408 -4.90941 3.00735
H: 1.02025 -6.42529 1.73002
H: -0.80102 -6.68543 0.09663
H: -1.78391 -4.69017 -0.99984
H: -0.93985 -2.43336 -0.46676
C: 1.76992 -0.50533 -3.91352
C: 0.93502 -0.74890 -2.63515
N: 1.63074 -0.18778 -1.46888
C: 1.87974 1.24839 -1.68229
C: 2.85424 1.45070 -2.86563
N: 3.08234 0.09978 -3.48936
C: 3.78151 -0.80227 -2.50789
C: 2.88840 -0.89607 -1.24558
H: 1.29805 0.20027 -4.59365
H: 1.99757 -1.42068 -4.45520
H: 0.79281 -1.81597 -2.46824
H: -0.03851 -0.27227 -2.70896
H: 2.29607 1.67118 -0.77065
H: 0.92027 1.72160 -1.87529
H: 3.82841 1.82267 -2.55485
H: 2.45411 2.10556 -3.63628
H: 3.67044 0.21188 -4.31133
H: 4.75555 -0.36368 -2.30298
H: 3.92330 -1.76308 -2.99812
H: 3.38429 -0.45902 -0.37921
H: 2.66829 -1.93685 -1.01540

Results
E_tot	-111992.761	eV
spin multiplicity	3
HOMO level (spin up / spin down)	-9.882 / -10.774	eV
net charge	+1
gap between HOMO and LUMO (spin up / spin down)	7.1 / 7.9	eV

Here is a structure of composition C28H30EuNOSe from OMol25. Energies are from wB97M-V/def2-TZVPD.

Positions of all 62 atoms, in Å:
C: 2.59157 0.10335 2.36895
C: 2.85254 -0.53051 1.10892
C: 2.84549 0.46487 0.09411
H: 3.03655 -1.60051 0.95210
C: 2.57513 1.72352 0.70580
C: 2.41261 1.50764 2.11437
H: 2.54061 2.68473 0.19305
C: -1.08324 -1.94311 2.19996
C: 0.05999 -2.50616 1.54602
C: -0.14924 -2.43652 0.14328
H: 0.94922 -2.90727 2.04037
C: -1.40439 -1.81067 -0.10021
C: -1.98834 -1.50861 1.17566
H: 3.06197 0.31209 -0.96257
H: 2.15141 2.26950 2.85365
H: 2.49107 -0.39578 3.34017
H: -2.95511 -1.03363 1.32502
H: 0.50906 -2.84159 -0.63168
H: -1.22676 -1.81058 3.27153
Eu: 0.17724 0.20153 1.48896
C: -2.10779 -1.66166 -1.44209
C: -3.50696 -2.28251 -1.33373
C: -1.33370 -2.37370 -2.55935
H: -3.43946 -3.32706 -1.01513
H: -4.01065 -2.25979 -2.30838
H: -4.13885 -1.74354 -0.61738
H: -1.27795 -3.44784 -2.34621
H: -0.31551 -1.97974 -2.66945
H: -1.85892 -2.24497 -3.51541
C: -2.29092 -0.15248 -1.82919
C: -1.06621 0.65861 -2.22716
H: -2.80318 0.37118 -0.98901
H: -2.98867 -0.11213 -2.70157
O: -0.02482 0.78231 -1.51980
N: -1.03162 1.32106 -3.39146
C: -0.01189 2.37741 -3.51932
H: -1.88549 1.38635 -3.95446
C: 1.37563 1.82839 -3.74365
C: 2.49159 2.48223 -3.21836
H: 2.34134 3.38213 -2.61203
C: 3.77805 1.99518 -3.45987
H: 4.64444 2.51240 -3.04713
C: 3.95141 0.84396 -4.24903
H: 4.95905 0.46679 -4.44702
C: 2.83512 0.19344 -4.77893
H: 2.95429 -0.70065 -5.39688
C: 1.54587 0.68859 -4.53383
H: 0.66866 0.19738 -4.95269
H: -0.00589 3.00408 -2.61436
H: -0.31774 2.99321 -4.36443
Se: -1.54682 2.24356 2.60403
C: -1.41118 1.21253 4.16032
C: -2.54696 0.50526 4.62765
C: -2.51329 -0.14339 5.85787
C: -1.34388 -0.12397 6.63834
C: -0.19876 0.53028 6.15935
C: -0.21640 1.17317 4.92314
H: -3.45105 0.50719 4.02087
H: -3.40226 -0.66219 6.21570
H: -1.33046 -0.61255 7.61541
H: 0.71348 0.54035 6.75773
H: 0.67098 1.68886 4.54945

Results
E_tot	-117736.193	eV
spin multiplicity	7
HOMO level (spin up / spin down)	-7.430 / -7.468	eV
gap between HOMO and LUMO (spin up / spin down)	6.2 / 7.8	eV

Here is a structure of composition C38H35BBrF2N6O5S3Tl from OMol25. Energies are from wB97M-V/def2-TZVPD.

Positions of all 92 atoms, in Å:
Tl: -0.22537 0.68708 -0.13256
O: 0.87614 1.80417 4.74903
S: 0.60320 0.82135 3.73259
O: 1.73297 1.00136 2.60040
N: -0.64018 0.76300 2.93796
C: -1.97792 0.70124 3.44475
C: -2.26872 0.64080 4.82248
C: -3.57384 0.61178 5.27569
C: -4.62740 0.67804 4.37070
C: -4.37932 0.74611 2.97927
C: -5.42466 0.82743 2.02594
C: -5.11011 0.86135 0.65167
C: -3.79111 0.81870 0.27162
N: -2.74794 0.75939 1.13636
C: -3.02428 0.72709 2.48824
C: 1.13930 -0.73085 4.35067
C: 0.46215 -1.86155 3.93630
C: 0.75709 -3.07077 4.55184
C: 1.70754 -3.13455 5.55582
C: 2.38661 -1.98854 5.95175
C: 2.09283 -0.77189 5.35706
H: -1.45175 0.61471 5.53696
H: -3.76771 0.53822 6.34157
H: -5.65797 0.67122 4.71354
H: -6.45161 0.86200 2.37607
H: -5.88909 0.91725 -0.10193
H: -3.52317 0.80774 -0.78331
H: -0.27205 -1.79960 3.13110
H: 0.23525 -3.96711 4.23892
H: 1.92068 -4.08223 6.03747
H: 3.14104 -2.04394 6.72713
H: 2.58867 0.14491 5.65023
N: 4.38927 -1.34620 -1.56636
C: 4.95033 -1.89282 -0.41856
C: 6.32674 -2.09659 -0.32449
C: 6.88610 -2.71861 0.78706
C: 6.07468 -3.12487 1.83475
C: 4.70145 -2.90307 1.75891
C: 4.13519 -2.30617 0.64132
S: 2.40354 -2.10576 0.48209
N: 2.21423 -0.92038 -0.67709
C: 3.11749 -0.70960 -1.60799
C: 2.88866 0.17622 -2.70674
C: 3.87970 0.48414 -3.69999
C: 3.61692 1.39953 -4.68190
C: 2.36212 2.04811 -4.71787
C: 1.44475 1.68176 -3.73246
N: 1.65386 0.79016 -2.78550
H: 5.06165 -0.99271 -2.21548
H: 6.96138 -1.77705 -1.14599
H: 7.95713 -2.87881 0.82701
H: 6.50291 -3.61169 2.70329
H: 4.04741 -3.20881 2.57262
H: 4.84916 0.00095 -3.69705
H: 4.37495 1.63112 -5.42263
H: 2.12425 2.79075 -5.46898
H: 0.45823 2.15511 -3.70824
O: -1.79542 0.31210 -2.48509
S: -1.14429 -0.65251 -3.44107
C: -2.44423 -1.88759 -3.75434
C: -3.50406 -1.13798 -4.53944
C: -2.73843 -0.50025 -5.70011
C: -1.46818 0.11458 -5.09720
H: -2.76312 -2.25133 -2.77776
H: -1.99379 -2.70088 -4.33507
H: -3.92771 -0.36167 -3.89784
H: -4.31653 -1.78397 -4.87924
H: -3.34031 0.24793 -6.22044
H: -2.47460 -1.27442 -6.42624
H: -1.58481 1.17262 -4.86042
H: -0.58163 -0.00473 -5.72306
C: -0.53543 -3.91621 -1.33108
O: -0.63365 -2.49976 -1.27333
C: -0.97044 -1.91687 -0.00841
O: -1.25196 -2.73734 0.84380
H: -0.14068 -4.16275 -2.31918
H: -1.50776 -4.39838 -1.18756
H: 0.14359 -4.28667 -0.56161
F: 3.09351 2.20991 1.16248
B: 1.98514 2.13861 1.89614
F: 1.24777 3.25084 1.97254
Br: -1.89862 7.18421 0.74019
C: -2.10951 5.66418 -0.38912
C: -2.81675 5.79127 -1.56222
C: -2.94748 4.66189 -2.34706
C: -2.36790 3.47272 -1.91922
N: -1.68901 3.36910 -0.78535
C: -1.55729 4.44479 -0.02464
H: -3.25305 6.73830 -1.84821
H: -3.49874 4.70826 -3.27738
H: -2.44335 2.55259 -2.49344
H: -0.99265 4.32074 0.89493

Results
E_tot	-172506.462	eV
relative energy (zero: lowest compared OMol25 entry of this formula, charge and spin)	256.65	kJ/mol
HOMO level (spin up / spin down)	0.126 / 0.953	eV
net charge	-2
gap between HOMO and LUMO (spin up / spin down)	3.7 / 2.8	eV